Formula: C3H4BrClN2O
Source: the Open Molecules 2025 dataset
Level of theory: ωB97M-V/def2-TZVPD

The geometry in XYZ format:
```
12
Properties=species:S:1:pos:R:3:forces:R:3
H -0.064 -1.614 1.010 0.217 -0.927 2.072
C -0.411 -1.059 0.203 0.816 0.794 -0.401
N 1.148 0.733 -0.203 -3.054 3.337 3.632
H 0.636 -0.651 -1.653 0.831 -0.499 1.477
H -1.203 -1.657 -0.240 0.545 -0.088 -1.005
N -1.015 0.179 0.591 -0.583 -0.623 0.486
O -0.539 2.449 0.559 -0.549 0.325 0.593
C 0.901 -0.611 -0.516 -3.771 1.049 -5.410
Br -2.683 0.113 1.302 -0.496 0.213 0.311
Cl 1.849 1.965 -1.213 -0.674 -1.450 0.154
H 1.723 -1.142 -0.288 2.527 -2.476 0.652
C -0.342 1.294 0.448 4.192 0.345 -2.562
```
Forces are in eV/Å.

* relative energy (zero: lowest compared OMol25 entry of this formula, charge and spin): 295.58 kJ/mol
* structure (SMILES): O=C1N(Cl)CCN1Br
* electronic energy: -3335.564011 Ha
* orbital gap: 0.320 hartree

Results of the Löwdin charge analysis, in e, for atoms 1 through 8: H 0.091; C -0.196; N -0.480; H 0.145; H 0.106; N -0.518; O 0.089; C -0.249

Formula: C36H40N8
Source: the Open Molecules 2025 dataset
Level of theory: ωB97M-V/def2-TZVPD

The geometry in XYZ format:
```
84
Properties=species:S:1:pos:R:3:forces:R:3
C -0.051 0.918 4.336 -0.296 -0.186 -0.728
H 5.300 -0.107 -5.866 -0.189 -0.377 -0.066
N -0.620 4.918 -2.379 -2.829 -0.212 -0.314
C -2.941 -0.453 -1.712 -0.915 0.018 -1.611
C -4.061 0.189 -2.282 0.199 0.922 -0.984
H -3.112 -0.885 -0.737 0.671 -0.164 0.116
H -6.387 -3.185 2.876 -1.181 -0.015 -0.168
H -0.898 -1.044 -2.333 -0.205 -0.417 0.451
H 1.946 0.703 -0.845 -0.102 0.508 -0.143
C 1.273 0.290 -0.107 1.165 -2.310 0.407
H 1.378 -0.574 5.014 -0.205 -0.137 -0.329
H -7.951 -1.243 2.641 -0.510 0.520 -0.557
C -0.584 3.594 -2.100 2.691 -0.674 1.251
C 1.184 -6.453 3.302 -1.881 1.693 -1.725
C 6.769 1.322 -3.072 -0.424 -0.895 -0.970
N 2.603 0.860 -4.223 2.245 -0.060 -0.943
H -2.038 2.817 6.126 -0.279 -0.007 -0.361
C -1.845 -0.581 -2.568 -0.196 0.905 -1.461
C -1.342 2.039 5.845 2.014 -1.198 -0.529
H 3.719 2.089 -5.558 0.071 -0.168 -0.154
H 0.113 5.610 -2.445 -0.311 -0.331 0.094
H -3.757 3.856 -2.792 -0.097 0.232 0.682
C 0.368 -5.465 2.702 1.820 0.422 1.377
C 3.631 1.103 -5.125 -0.080 -0.801 0.204
C 2.341 -4.528 3.275 -0.351 2.541 -1.471
H -0.685 -5.563 2.482 0.154 0.476 -0.283
C -7.000 -1.173 2.135 -0.058 2.002 0.197
H 0.358 3.121 -1.863 -0.016 -0.102 -0.021
H 4.187 -1.992 -4.243 -0.191 -0.091 -0.112
H 8.331 2.429 -1.972 -0.051 -0.112 0.171
C 4.408 -0.068 -5.259 -0.851 2.981 -0.906
N -4.349 -1.071 1.417 0.924 -2.090 0.193
C -4.897 -2.208 1.913 0.544 1.470 -1.671
H -4.578 0.794 0.716 -0.053 0.513 0.233
C -0.291 -1.223 1.534 2.539 0.058 -0.155
C 5.357 1.171 -1.386 -1.045 -1.625 -0.821
C 1.845 -0.808 0.655 -3.282 1.203 0.824
H 0.232 0.657 3.327 -0.261 0.630 -0.485
H 3.278 -6.267 3.994 -0.016 -0.190 -0.065
C 0.581 0.113 5.261 -0.136 1.257 2.215
H -1.900 -0.115 0.910 -0.131 0.473 -0.013
H -0.529 1.223 -0.803 -0.125 0.182 0.350
C -0.823 -0.166 0.845 -1.375 -0.604 -0.457
N -1.787 -0.011 -3.837 1.043 -1.012 2.613
H -5.004 0.330 -1.773 0.049 -0.369 0.472
C 2.768 -0.429 -3.736 -1.082 1.104 -0.285
N 5.584 0.843 -2.724 0.055 0.675 0.906
H 0.938 -3.309 2.421 -0.358 -0.180 -0.309
C 7.380 1.917 -1.950 -0.763 0.378 2.212
N 1.055 -1.529 1.511 -0.395 0.800 -1.328
H 4.919 0.291 -3.247 -0.195 -0.310 -0.813
C -6.218 -2.283 2.306 2.024 -0.375 0.366
H 7.228 1.211 -4.043 -0.374 -0.116 -0.141
C -2.766 4.020 -2.397 0.743 1.307 -0.675
C -6.470 0.028 1.531 0.847 -2.135 0.567
C -1.986 5.119 -2.568 -0.463 3.564 -0.653
C -5.078 -0.010 1.236 -2.400 0.438 -0.176
H -1.158 1.464 7.874 0.417 -0.126 0.289
H -0.959 -1.873 2.080 0.191 -0.062 0.381
C -2.772 0.748 -4.216 -1.183 0.357 -0.386
C 6.457 1.747 -0.882 2.905 2.127 0.211
C -0.727 1.290 6.899 -0.725 0.654 -1.371
N -0.991 1.878 4.531 0.317 -0.723 1.998
H 0.654 -0.255 7.422 0.340 0.079 0.022
C -3.990 0.834 -3.527 0.749 -0.420 1.247
H -2.374 6.110 -2.748 0.326 0.146 -0.317
C 3.808 -1.000 -4.439 0.044 -1.622 1.721
C -0.092 0.550 -0.081 1.385 -0.077 0.270
H 6.543 2.131 0.124 0.159 -0.107 -0.081
H -2.092 2.051 -1.951 0.397 -0.094 0.398
H 4.468 0.866 -0.854 -0.154 0.051 -0.286
H -4.272 -3.077 1.765 0.156 -0.188 0.733
H 2.890 -1.074 0.596 0.075 -0.043 0.045
C 0.277 0.364 6.622 -1.155 -0.222 -0.710
H -2.563 1.314 -5.112 -0.377 0.058 -0.322
H 2.059 -0.766 -2.995 0.192 -0.435 -0.160
H -4.815 1.461 -3.831 0.027 -0.097 -0.339
C 2.413 -5.822 3.525 1.731 -2.697 2.154
H 1.993 1.626 -3.978 -0.390 -0.628 0.332
C -1.826 3.096 -2.012 -0.388 -3.652 -0.439
N 1.135 -4.254 2.718 -1.691 -1.854 0.140
H -7.046 0.908 1.285 -0.194 -0.095 0.261
H 3.031 -3.698 3.315 0.305 -0.341 0.218
H 0.821 -7.450 3.504 0.417 -0.002 -0.032
```
Forces are in eV/Å.

* electronic energy: -1833.397777 Ha
* spin multiplicity: 2
* orbital gap (alpha / beta): 0.236 / 0.072 hartree
* net charge: +1

Results of the Löwdin charge analysis, in e, for atoms 1 through 8: C -0.178; H 0.107; N 0.052; C -0.073; C -0.068; H 0.067; H 0.109; H 0.091

Formula: C2H2N2O3
Source: the Open Molecules 2025 dataset
Level of theory: ωB97M-V/def2-TZVPD

The geometry in XYZ format:
```
9
Properties=species:S:1:pos:R:3:forces:R:3
N -1.052 -0.794 0.805 -4.001 1.338 -1.479
O 0.310 1.201 -0.245 -0.924 -2.027 -1.962
O 0.204 -1.015 0.648 4.685 0.622 -1.287
C -1.570 -0.036 -0.122 -5.539 -1.943 4.965
H -1.567 1.270 -1.815 3.196 -2.148 3.243
H -2.759 0.060 0.263 3.148 0.376 -2.026
C 1.002 0.014 0.045 -2.058 0.301 1.666
N -0.892 0.539 -1.110 -0.146 3.218 -2.513
O 2.153 -0.113 0.115 1.639 0.263 -0.607
```
Forces are in eV/Å.

* relative energy (zero: lowest compared OMol25 entry of this formula, charge and spin): 540.30 kJ/mol
* structure (SMILES): O=C1ON=CNO1
* electronic energy: -412.445191 Ha
* orbital gap: 0.334 hartree

Results of the Löwdin charge analysis, in e, for atoms 1 through 8: N 0.010; O 0.040; O 0.012; C -0.293; H 0.254; H 0.184; C -0.500; N 0.072